# 1
{
  "formula": "C4H12EuNO9P2S2",
  "method": "ωB97M-V/def2-TZVPD",
  "elements": ["C", "C", "O", "C", "C", "O", "S", "O", "O", "N", "S", "O", "O", "P", "P", "O", "O", "O", "H", "H", "H", "H", "H", "H", "H", "H", "H", "H", "H", "H", "Eu"],
  "coordinates": [[5.81, 0.58, 0.42], [4.69, 0.74, -0.60], [3.84, -0.41, -0.63], [2.52, -0.02, -0.41], [1.58, -1.21, -0.55], [0.29, -0.73, -0.10], [-0.64, -1.95, 0.35], [-0.49, -2.97, -0.62], [-0.30, -2.41, 1.65], [-2.21, -1.45, 0.20], [-2.64, -0.40, 1.28], [-1.67, -0.02, 2.26], [-3.88, -0.98, 1.95], [-3.29, 1.45, 0.41], [-4.96, 0.97, -0.89], [-6.19, 1.32, -0.15], [-4.81, 1.86, -2.18], [-4.93, -0.56, -1.25], [6.58, 1.33, 0.22], [6.24, -0.41, 0.42], [5.39, 0.79, 1.41], [5.09, 0.99, -1.59], [4.10, 1.60, -0.28], [2.39, 0.38, 0.61], [2.18, 0.75, -1.12], [1.93, -2.05, 0.04], [1.56, -1.52, -1.59], [-3.87, 2.19, 1.48], [-4.57, 2.77, -1.93], [-4.04, -0.81, -1.58], [-5.72, 0.20, 2.80]],
  "nbo_charge": [-0.6265, -0.0591, -0.5337, -0.0695, -0.0917, -0.7181, 2.4893, -0.9355, -0.9056, -1.1714, 1.9794, -0.8740, -1.0478, 0.2697, 2.0913, -1.0548, -0.9419, -0.9274, 0.2150, 0.2238, 0.2044, 0.1787, 0.1616, 0.1689, 0.1613, 0.2150, 0.2029, 0.0428, 0.5281, 0.5467, 1.2784],
  "multiplicity": 8,
  "charge": 1,
  "homo_ev": [-9.72, -11.68],
  "e_lumo_ev": [-5.1, -8.6],
  "orbital_gap_ev": [4.664, 3.072]
}


# 2
{
  "formula": "C4H12F3NaO2S2",
  "method": "ωB97M-V/def2-TZVPD",
  "elements": ["Na", "F", "F", "F", "C", "S", "O", "C", "H", "H", "H", "H", "H", "H", "C", "S", "O", "C", "H", "H", "H", "H", "H", "H"],
  "coordinates": [[0.30, -0.83, -0.67], [1.30, -1.54, 1.37], [-0.54, 1.15, -1.51], [-1.84, -2.08, -0.82], [2.28, 0.11, -4.33], [1.22, -1.29, -3.93], [1.65, -1.75, -2.59], [-0.30, -0.35, -3.66], [1.88, 0.66, -5.20], [3.25, -0.29, -4.63], [2.35, 0.82, -3.51], [-0.72, -0.20, -4.66], [-0.11, 0.56, -3.09], [-0.96, -0.99, -3.08], [-0.38, 0.66, 2.82], [-1.96, 0.76, 3.66], [-2.64, -0.56, 3.61], [-1.24, 0.81, 5.33], [-0.52, 0.43, 1.77], [0.22, -0.17, 3.19], [0.09, 1.64, 2.92], [-1.98, 1.23, 6.02], [-0.35, 1.43, 5.37], [-1.01, -0.21, 5.62]],
  "nbo_charge": [0.9617, -0.9824, -0.9403, -0.9845, -0.8376, 1.2118, -1.0054, -0.8754, 0.2061, 0.2045, 0.2445, 0.1798, 0.3235, 0.3010, -0.8366, 1.2324, -0.9808, -0.8387, 0.2957, 0.2772, 0.1974, 0.2009, 0.2111, 0.2341],
  "charge": -2,
  "homo_ev": -0.99,
  "e_lumo_ev": 4.3,
  "orbital_gap_ev": 5.325
}


# 3
{
  "formula": "C4H12FIN4O6S",
  "method": "ωB97M-V/def2-TZVPD",
  "elements": ["N", "C", "C", "N", "I", "S", "O", "O", "F", "H", "H", "H", "H", "H", "H", "C", "N", "O", "O", "H", "H", "H", "C", "N", "O", "O", "H", "H", "H"],
  "coordinates": [[-0.02, -2.54, -2.30], [1.33, -3.10, -2.51], [2.43, -2.22, -1.69], [1.73, -1.08, -1.05], [2.02, 0.71, -2.02], [2.01, -0.97, 0.60], [3.02, 0.06, 0.96], [2.20, -2.25, 1.28], [0.59, -0.36, 1.18], [-0.34, -2.01, -3.10], [-0.69, -3.25, -2.04], [1.33, -4.15, -2.16], [1.57, -3.05, -3.59], [3.19, -1.88, -2.43], [2.91, -2.92, -0.99], [-1.08, 3.93, 0.12], [-0.19, 3.53, -1.00], [0.99, 3.74, -0.88], [-0.72, 3.02, -1.97], [-0.48, 4.37, 0.91], [-1.80, 4.65, -0.27], [-1.58, 3.03, 0.47], [-2.17, -0.04, 3.05], [-3.22, 0.95, 3.41], [-3.06, 2.09, 3.04], [-4.16, 0.54, 4.05], [-1.39, 0.47, 2.48], [-1.76, -0.44, 3.98], [-2.64, -0.82, 2.46]],
  "nbo_charge": [-0.8510, -0.2296, -0.2744, -0.8246, 0.4307, 2.4171, -0.8826, -0.8723, -0.4914, 0.3682, 0.3715, 0.1997, 0.1848, 0.2106, 0.2417, -0.4848, 0.5366, -0.3786, -0.3832, 0.2335, 0.2358, 0.2425, -0.4856, 0.5364, -0.3887, -0.3701, 0.2334, 0.2384, 0.2364],
  "homo_ev": -9.63,
  "e_lumo_ev": -0.9,
  "orbital_gap_ev": 8.692
}


# 4
{
  "formula": "C4H12FO2S2",
  "method": "ωB97M-V/def2-TZVPD",
  "elements": ["F", "C", "S", "O", "C", "H", "H", "H", "H", "H", "H", "C", "S", "O", "C", "H", "H", "H", "H", "H", "H"],
  "coordinates": [[-1.88, -0.21, -2.52], [-2.81, -2.76, 1.49], [-2.51, -4.38, 0.69], [-3.29, -4.34, -0.60], [-0.67, -4.07, 0.50], [-2.40, -2.14, 0.70], [-2.29, -2.61, 2.43], [-3.89, -2.65, 1.64], [-0.24, -4.95, 0.01], [-0.15, -3.85, 1.43], [-0.45, -3.30, -0.23], [0.74, 3.73, -0.74], [1.98, 2.53, -0.07], [2.15, 1.68, -1.36], [3.39, 3.73, -0.12], [-0.12, 3.06, -0.81], [0.84, 4.23, -1.70], [0.44, 4.51, -0.05], [3.10, 4.78, -0.14], [3.86, 3.58, -1.09], [4.21, 3.43, 0.53]],
  "nbo_charge": [-0.9988, -0.8210, 1.1793, -0.9406, -0.8349, 0.2695, 0.2125, 0.2307, 0.2217, 0.2202, 0.2618, -0.8165, 1.1904, -0.9344, -0.8406, 0.2658, 0.2390, 0.2009, 0.2257, 0.2478, 0.2215],
  "charge": -1,
  "de_lowest_ev": 2.2209,
  "homo_ev": -2.87,
  "e_lumo_ev": 2.6,
  "orbital_gap_ev": 5.503
}


# 5
{
  "formula": "C4H12KO4",
  "method": "ωB97M-V/def2-TZVPD",
  "elements": ["K", "C", "C", "O", "O", "H", "H", "H", "H", "H", "H", "C", "C", "O", "O", "H", "H", "H", "H", "H", "H"],
  "coordinates": [[-1.17, 0.68, 1.32], [2.69, 0.76, 0.25], [2.62, 2.13, 0.86], [2.63, 2.07, 2.29], [1.38, 0.16, 0.19], [3.39, 0.12, 0.79], [3.12, 0.80, -0.76], [1.70, 2.65, 0.57], [3.45, 2.73, 0.51], [3.52, 2.25, 2.60], [1.45, -0.74, 0.54], [-1.90, -1.91, -1.13], [-3.17, -1.13, -1.06], [-2.80, 0.26, -0.96], [-1.27, -1.84, 0.14], [-1.23, -1.43, -1.85], [-2.07, -2.94, -1.47], [-3.72, -1.40, -0.15], [-3.84, -1.33, -1.90], [-3.50, 0.80, -1.34], [-1.27, -2.71, 0.55]],
  "nbo_charge": [0.9812, -0.0989, -0.0949, -0.7338, -0.7699, 0.1890, 0.1863, 0.1736, 0.1903, 0.4825, 0.4835, -0.1015, -0.0967, -0.7737, -0.7777, 0.2009, 0.2004, 0.1737, 0.1987, 0.4946, 0.4924],
  "charge": 1,
  "de_lowest_ev": 0.0881,
  "homo_ev": -13.36,
  "e_lumo_ev": -3.1,
  "orbital_gap_ev": 10.208
}


# 6
{
  "formula": "C4H12N2",
  "method": "ωB97M-V/def2-TZVPD",
  "elements": ["C", "C", "C", "C", "N", "N", "H", "H", "H", "H", "H", "H", "H", "H", "H", "H", "H", "H"],
  "coordinates": [[1.25, 2.06, -1.07], [-2.16, -1.67, -0.11], [-0.78, -2.10, -0.09], [0.15, 0.11, 0.94], [-0.14, -1.25, 1.31], [1.77, 2.32, 0.24], [1.34, 0.95, -1.36], [0.18, 2.41, -1.19], [-2.69, -1.84, 0.75], [-2.51, -1.21, -0.98], [-0.13, -1.77, -0.99], [-0.40, -3.13, 0.13], [0.41, 0.88, 1.69], [0.99, 0.18, 0.31], [-0.70, 0.51, 0.31], [-1.14, -1.14, 1.53], [2.75, 1.96, 0.34], [1.81, 2.74, -1.74]],
  "nbo_charge": [-0.4185, -0.3631, -0.3546, -0.4773, -0.5684, -1.1464, 0.0880, 0.1362, 0.1617, 0.1854, 0.2019, 0.2092, 0.2571, 0.2219, 0.1482, 0.3173, 0.2686, 0.1327],
  "multiplicity": 2,
  "charge": -1,
  "de_lowest_ev": 4.4139,
  "homo_ev": [-0.96, -0.80],
  "e_lumo_ev": [3.8, 2.6],
  "orbital_gap_ev": [4.748, 3.402]
}


# 7
{
  "formula": "C4H12N2",
  "method": "ωB97M-V/def2-TZVPD",
  "elements": ["N", "C", "C", "N", "C", "C", "H", "H", "H", "H", "H", "H", "H", "H", "H", "H", "H", "H"],
  "coordinates": [[1.68, -1.33, -1.17], [1.70, -0.67, 0.18], [0.35, -0.55, 0.95], [-0.47, 0.36, 0.16], [-1.86, 0.30, 0.70], [-0.52, 1.53, -0.80], [0.79, -1.15, -1.74], [1.65, -2.38, -1.00], [2.56, -0.97, 0.80], [2.07, 0.40, 0.07], [-0.05, -1.56, 0.72], [0.50, -0.46, 2.06], [-2.16, 1.05, 1.49], [-2.01, -0.64, 1.07], [-2.56, 0.44, -0.10], [0.38, 2.21, -0.85], [-0.76, 1.11, -1.86], [-1.29, 2.31, -0.67]],
  "nbo_charge": [-0.8785, -0.2806, -0.3659, -0.5226, -0.6725, -0.7062, 0.3665, 0.3330, 0.1878, 0.1718, 0.1668, 0.1689, 0.1522, 0.1741, 0.1762, 0.1881, 0.1507, 0.1901],
  "multiplicity": 2,
  "charge": -1,
  "de_lowest_ev": 2.5198,
  "homo_ev": [1.32, -4.27],
  "e_lumo_ev": [4.2, 4.2],
  "orbital_gap_ev": [2.860, 8.484]
}


# 8
{
  "formula": "C4H12N2",
  "method": "ωB97M-V/def2-TZVPD",
  "elements": ["C", "N", "C", "C", "N", "C", "H", "H", "H", "H", "H", "H", "H", "H", "H", "H", "H", "H"],
  "coordinates": [[2.82, -0.47, -0.09], [1.47, -0.53, 0.33], [0.73, 0.77, 0.00], [-0.68, 0.67, 0.38], [-1.44, -0.36, -0.42], [-2.83, -0.50, 0.15], [3.32, 0.19, 0.65], [3.08, -1.54, 0.09], [3.07, -0.09, -1.12], [0.94, -1.10, -0.31], [0.91, 1.13, -1.04], [1.26, 1.61, 0.49], [-1.21, 1.63, 0.19], [-0.67, 0.35, 1.43], [-1.48, -0.14, -1.41], [-3.34, -1.30, -0.44], [-3.51, 0.39, -0.06], [-2.43, -0.73, 1.18]],
  "nbo_charge": [-0.4203, -0.6014, -0.2491, -0.2449, -0.6441, -0.4331, 0.1867, 0.2075, 0.1640, 0.3549, 0.1649, 0.1952, 0.1771, 0.2048, 0.3487, 0.2014, 0.1709, 0.2167],
  "de_lowest_ev": 1.9172,
  "homo_ev": -8.82,
  "smiles": "CNCCNC",
  "e_lumo_ev": 1.2,
  "orbital_gap_ev": 9.989
}


# 9
{
  "formula": "C4H12N2",
  "method": "ωB97M-V/def2-TZVPD",
  "elements": ["C", "C", "N", "H", "H", "H", "H", "H", "C", "N", "C", "H", "H", "H", "H", "H", "H", "H"],
  "coordinates": [[2.94, 1.29, 0.72], [1.64, 0.97, 0.58], [1.06, -0.22, 0.96], [3.56, 0.45, 0.97], [3.29, 2.29, 0.56], [0.92, 1.73, 0.30], [1.64, -0.98, 1.28], [0.29, -0.61, 0.40], [-1.32, -0.60, -1.88], [-1.48, -1.02, -0.50], [-2.23, -0.16, 0.39], [-1.33, 0.46, -2.09], [-2.07, -1.02, -2.57], [-0.42, -1.11, -2.28], [-1.59, -2.01, -0.44], [-3.19, -0.56, 0.70], [-1.69, 0.07, 1.32], [-2.42, 0.80, -0.10]],
  "nbo_charge": [-0.5427, 0.0232, -0.8450, 0.1828, 0.2077, 0.1769, 0.3660, 0.4064, -0.4135, -0.6684, -0.4163, 0.2049, 0.1677, 0.1961, 0.3759, 0.1840, 0.1979, 0.1964],
  "de_lowest_ev": 1.6123,
  "homo_ev": -7.79,
  "smiles": "C=CN.CNC",
  "e_lumo_ev": 1.0,
  "orbital_gap_ev": 8.802
}


# 10
{
  "formula": "C4H12N2",
  "method": "ωB97M-V/def2-TZVPD",
  "elements": ["C", "C", "N", "H", "H", "H", "H", "H", "H", "H", "C", "C", "N", "H", "H", "H", "H", "H"],
  "coordinates": [[0.03, 1.52, 0.58], [-0.99, 0.90, -0.43], [-0.86, 1.37, -1.78], [0.84, 0.79, 0.91], [-0.48, 1.83, 1.52], [0.58, 2.30, 0.14], [-2.07, 1.22, -0.23], [-1.00, -0.16, -0.45], [0.12, 1.61, -1.97], [-1.32, 2.30, -1.95], [0.28, -2.01, 1.61], [0.50, -2.05, 0.30], [1.08, -1.02, -0.44], [0.38, -1.10, 2.23], [-0.14, -2.90, 2.13], [0.41, -2.98, -0.27], [2.06, -1.15, -0.68], [0.58, -0.46, -1.21]],
  "nbo_charge": [-0.6592, -0.2296, -0.8430, 0.2395, 0.2104, 0.2010, 0.1887, 0.1883, 0.3376, 0.3587, -0.3982, -0.0214, -0.9218, 0.2039, 0.2040, 0.1649, 0.3800, 0.3962],
  "de_lowest_ev": 2.3653,
  "homo_ev": -8.92,
  "smiles": "C=CN.CCN",
  "e_lumo_ev": 1.2,
  "orbital_gap_ev": 10.070
}


no.,molar mass (g mol⁻¹),E (eV)
1,496.2,-83821.387
2,236.3,-42676.641
3,390.1,-44233.599
4,175.3,-32822.775
5,163.2,-28852.406
6,88.2,-7316.908
7,88.2,-7318.802
8,88.2,-7321.112
9,88.2,-7321.416
10,88.2,-7320.664